Entry 1:
DFT (ωB97M-V/def2-TZVPD) results for a molecular structure, C6H6O2S at a distorted geometry.

XYZ file:
```
15
Properties=species:S:1:pos:R:3:forces:R:3:lowdin_charge:R:1
C -3.049 -0.099 0.196 -1.2859 -1.3444 0.3872 0.135
C -1.908 0.174 0.457 -1.0783 0.8318 0.0250 -0.148
C 0.133 1.599 0.944 0.3419 -0.2213 0.5420 -0.122
C -0.591 0.563 0.614 2.4145 -2.6636 -3.0554 -0.211
C 0.493 -0.783 -0.185 -2.6072 0.7590 3.0595 -0.372
C 0.700 -0.832 -1.642 4.3137 1.1655 0.1886 -0.052
O 2.327 1.046 2.317 0.2029 -0.1300 -0.3517 -0.466
O 1.693 -0.498 0.375 1.5476 1.4262 1.9694 -0.352
S 1.996 1.082 0.897 -1.1234 0.2572 0.5948 0.967
H -4.031 -0.598 0.149 1.0918 0.8623 -0.1834 0.055
H -0.297 2.526 1.423 1.1669 -0.9760 -0.5430 0.118
H -0.025 -1.687 0.298 1.0107 0.9762 -0.8544 0.157
H -0.237 -0.933 -2.012 -2.5155 -0.2118 -2.3985 0.037
H 1.443 -1.671 -1.901 -1.5288 0.8222 0.4290 0.121
H 1.353 0.111 -1.931 -1.9509 -1.5532 0.1908 0.133
```
Positions in Å, forces in eV/Å.

Total energy = -21243.7961 eV
E_HOMO = -9.35 eV
Relative energy (zero: lowest compared OMol25 entry of this formula, charge and spin) = 114.4 kcal per mole


Entry 2:
DFT (ωB97M-V/def2-TZVPD) results for a molecular structure, C6H6O2Sn at a distorted geometry.

XYZ file:
```
15
Properties=species:S:1:pos:R:3:forces:R:3:lowdin_charge:R:1
Sn 2.713 8.668 0.450 0.0050 0.0585 0.0108 1.131
C -0.987 0.387 0.514 -2.2118 0.5679 0.3011 0.039
C -1.438 -0.897 0.576 -0.2374 -0.3752 -0.3613 0.032
C -0.669 -1.863 -0.042 0.5608 -3.9124 1.8312 -0.184
C 0.566 -1.539 -0.640 0.1483 -0.5548 -0.1648 0.042
C 1.038 -0.265 -0.638 -0.1328 -0.1309 0.4070 0.050
C 0.231 0.762 -0.045 0.3560 -0.7395 -1.4578 -0.245
O 0.503 2.045 -0.232 -0.0601 -0.3606 0.6601 0.169
O -0.846 -3.252 0.153 0.9570 2.9942 -1.4394 0.127
H -1.767 1.106 0.714 0.4857 0.6405 0.5120 0.145
H -2.390 -1.219 0.970 -0.1634 0.5098 0.2100 0.145
H 1.105 -2.415 -0.968 0.4071 0.2570 -0.3521 0.147
H 2.019 -0.066 -1.044 0.0745 0.1935 -0.0612 0.136
H 1.392 2.084 -0.595 0.3718 0.4224 -0.3210 0.133
H -1.470 -3.534 0.827 -0.5608 0.4297 0.2256 0.132
```
Positions in Å, forces in eV/Å.

Total energy = -16223.2324 eV
E_HOMO = -12.96 eV
Relative energy (zero: lowest compared OMol25 entry of this formula, charge and spin) = 27.0 kcal per mole
Total charge = +2


Entry 3:
DFT (ωB97M-V/def2-TZVPD) results for C6H6O3 in the gas phase at a distorted geometry.

XYZ file:
```
15
Properties=species:S:1:pos:R:3:forces:R:3:lowdin_charge:R:1
O 2.815 0.175 -1.087 -0.6199 -2.2591 3.3279 0.122
C 2.328 -0.546 -0.246 -0.1483 1.8812 -3.8331 -0.153
C 1.359 -1.239 0.307 -1.1522 1.2853 0.3048 -0.022
C -0.013 -0.482 0.612 0.9388 -1.3867 0.4088 -0.194
C -1.324 -0.985 -0.119 1.4011 0.7721 1.0679 -0.090
O -1.522 -0.125 -1.299 0.7975 -1.5748 0.4889 -0.070
C -0.830 1.041 -0.947 -1.5602 -2.6942 0.5038 -0.044
C -0.149 0.902 0.181 0.2068 3.0137 -1.3465 -0.334
O 0.396 2.030 0.725 1.2088 -0.3824 1.5239 0.056
H 1.245 -2.095 0.916 1.3480 -1.0109 0.0507 0.088
H -0.021 -0.708 1.716 -0.9081 0.7872 -0.9904 0.159
H -1.475 -2.080 -0.034 0.1625 0.6299 -1.5749 0.141
H -1.965 -0.567 0.607 -1.6550 0.3179 0.7336 0.102
H -1.174 1.881 -1.480 0.1142 0.9510 -0.5126 0.126
H 0.330 2.798 0.148 -0.1339 -0.3300 -0.1528 0.112
```
Positions in Å, forces in eV/Å.

Total energy = -12457.5920 eV
Structure (SMILES) = O=C=C[C@@H]1COC=C1O
E_HOMO = -8.27 eV
Relative energy (zero: lowest compared OMol25 entry of this formula, charge and spin) = 81.0 kcal per mole


Entry 4:
DFT (ωB97M-V/def2-TZVPD) results for C6H6O3S in the gas phase at a distorted geometry.

XYZ file:
```
16
Properties=species:S:1:pos:R:3:forces:R:3:lowdin_charge:R:1
O 1.481 2.158 0.282 -0.7738 -0.6959 -0.5554 0.071
C 0.625 1.296 0.112 0.2704 1.7401 1.2218 -0.388
C -0.843 1.654 0.008 0.1387 0.1316 -1.1485 -0.018
C -1.746 0.680 -0.175 -0.8436 0.5916 -0.9075 -0.083
C -1.349 -0.778 -0.360 1.9778 2.0150 -0.7150 -0.149
C -0.176 -1.058 0.622 -1.4493 2.9021 -1.0932 -0.159
C 0.922 -0.153 0.142 -0.4767 0.4173 1.2083 -0.311
S 2.448 -0.673 0.113 -0.3657 1.5243 -2.0801 0.846
O 2.590 -2.066 -0.009 0.3407 -2.2553 0.7583 -0.275
O 3.445 0.179 -0.436 0.3973 0.3978 0.5528 -0.256
H -1.161 2.718 -0.243 0.8482 -1.4146 0.9273 0.140
H -2.732 1.071 -0.496 0.3347 -0.7877 0.4696 0.115
H -2.053 -1.558 -0.238 -1.1791 -0.3223 -0.1665 0.098
H -0.923 -0.691 -1.418 -0.7228 -1.0082 1.0849 0.154
H 0.075 -2.039 0.509 0.8226 -2.7026 0.3538 0.076
H -0.601 -0.742 1.587 0.6806 -0.5335 0.0894 0.140
```
Positions in Å, forces in eV/Å.

Total energy = -23293.5006 eV
Structure (SMILES) = O=C1C=CCCC1=S(=O)=O
E_HOMO (spin up / spin down) = -9.81 / -9.81 eV
Relative energy (zero: lowest compared OMol25 entry of this formula, charge and spin) = 65.4 kcal per mole


Entry 5:
DFT (ωB97M-V/def2-TZVPD) results for C6H6O3S2 in the gas phase at a distorted geometry.

XYZ file:
```
17
Properties=species:S:1:pos:R:3:forces:R:3:lowdin_charge:R:1
C 2.432 -1.881 0.530 -2.0496 3.5096 -2.5180 -0.389
C 1.202 -0.792 -1.196 2.1442 -1.6685 2.8849 0.125
C 2.770 0.808 -0.317 1.7746 -1.8001 2.6407 -1.018
C -0.214 -0.908 -0.757 -0.4445 -2.4310 -0.0020 -0.522
C -2.090 1.126 0.850 0.3408 1.0906 -1.3027 -0.071
C -2.208 0.316 -0.500 -1.5815 0.5849 1.1000 -0.204
O -0.628 -1.950 -0.270 0.4531 1.4689 -0.3105 0.108
O 1.740 0.386 -0.929 -1.9138 0.1131 -1.6881 -0.106
O -0.915 0.150 -1.061 0.1810 1.2197 -0.1716 -0.007
S 3.287 2.268 -0.040 0.3785 0.7630 -0.2665 0.771
S 3.513 -0.755 0.850 0.5328 2.8448 -0.9798 0.822
H 2.495 -2.837 0.807 -0.3068 -3.8174 0.3043 -0.056
H -1.360 2.037 0.715 -1.7929 -1.5156 0.2555 0.112
H -3.117 1.386 1.301 1.7132 -0.2770 -0.8156 0.101
H -1.573 0.417 1.460 0.2422 -0.1914 1.0796 0.045
H -2.762 0.963 -1.273 0.4173 -1.6866 1.1040 0.145
H -2.572 -0.732 -0.169 -0.0885 1.7928 -1.3142 0.144
```
Positions in Å, forces in eV/Å.

Total energy = -34123.6411 eV
⟨S²⟩ = 2.041
Multiplicity = 3
E_HOMO (spin up / spin down) = -7.09 / -9.43 eV


Entry 6:
DFT (ωB97M-V/def2-TZVPD) results for C6H6O4 in the gas phase at a distorted geometry.

XYZ file:
```
16
Properties=species:S:1:pos:R:3:forces:R:3:lowdin_charge:R:1
C -2.333 0.536 0.121 -3.0523 1.7096 -2.7724 -0.041
C -0.922 0.521 0.353 4.1816 -1.0662 1.4445 -0.171
C -0.285 -0.491 1.027 0.1182 1.2569 -2.6264 -0.122
O -0.385 -1.866 0.980 -0.5705 0.0399 0.2373 0.079
C 0.891 -1.280 0.672 -0.9480 1.8004 -0.2332 -0.180
C 1.340 -1.066 -0.743 1.3835 2.4311 -0.7136 -0.006
O 1.824 0.425 -0.965 -2.3263 -0.0174 1.6461 -0.026
C 1.235 1.558 -0.288 5.8791 -0.3648 0.4470 -0.525
O 2.044 2.418 0.087 -2.7154 -2.0368 -1.3652 0.116
O -0.040 1.660 -0.109 -4.2650 -1.5158 1.0724 0.110
H -2.982 0.612 1.037 0.7617 -0.3581 -0.9138 0.106
H -2.633 -0.363 -0.579 0.4639 1.5009 1.6247 0.135
H -2.587 1.490 -0.525 0.3859 -1.7872 1.2729 0.129
H 1.678 -1.383 1.385 0.2928 -0.5116 0.4538 0.150
H 2.319 -1.458 -0.766 1.0583 -0.8672 -0.5592 0.100
H 0.836 -1.314 -1.686 -0.6476 -0.2138 0.9849 0.144
```
Positions in Å, forces in eV/Å.

Total energy = -14504.3427 eV
Structure (SMILES) = CC1=C2O[C@H]2COC(=O)O1
E_HOMO = -9.52 eV
Relative energy (zero: lowest compared OMol25 entry of this formula, charge and spin) = 118.1 kcal per mole


Entry 7:
DFT (ωB97M-V/def2-TZVPD) results for a molecular structure, C6H6O5Ti at a distorted geometry.

XYZ file:
```
18
Properties=species:S:1:pos:R:3:forces:R:3:lowdin_charge:R:1
O 1.202 3.727 -0.142 -2.0906 -5.5229 1.0195 0.234
C 0.769 2.659 0.044 3.7065 8.0833 -1.1349 0.009
Ti -0.283 0.964 0.189 2.0494 -4.3909 0.9399 0.876
O 1.583 4.052 -4.647 -1.2854 -0.3196 2.2765 0.056
C 1.036 3.885 -3.659 1.2706 0.2627 -2.2327 0.005
C -1.727 1.728 1.333 -6.4947 3.8170 4.8989 0.015
O -2.578 2.248 1.946 4.4393 -2.7644 -3.1683 0.247
C -1.214 1.341 -1.530 -4.4382 2.2877 -7.2496 0.005
O -1.801 1.682 -2.478 2.9648 -1.7778 4.6437 0.243
C 0.410 -3.347 0.886 -0.0647 0.1829 -0.0187 -0.037
C 0.027 -1.980 1.414 -0.2712 -0.7474 0.9724 -0.198
O 0.458 -0.923 0.483 0.2339 0.7776 -0.7280 -0.183
H 0.079 -3.498 -0.145 -0.0481 0.0260 0.1210 0.101
H -0.087 -4.099 1.506 0.1231 0.0514 -0.0575 0.112
H 1.490 -3.512 0.953 -0.1317 0.0250 0.0093 0.104
H -1.051 -1.856 1.532 0.0251 -0.0621 -0.1325 0.129
H 0.512 -1.759 2.367 -0.0472 -0.0708 -0.1060 0.137
H 1.173 -1.311 -0.051 0.0592 0.1424 -0.0530 0.144
```
Positions in Å, forces in eV/Å.

Total energy = -39651.6565 eV
⟨S²⟩ = 2.008
Multiplicity = 3
E_HOMO (spin up / spin down) = -18.83 / -18.88 eV
Relative energy (zero: lowest compared OMol25 entry of this formula, charge and spin) = 26.4 kcal per mole
Total charge = +2